1.
A structure of composition C33H41N12OS2Si2Ti at a distorted geometry, computed with wB97M-V/def2-TZVPD.

Element x y z (Å)
Ti1 -0.00237 0.36277 0.05316
C1 2.26331 2.36880 -3.40230
C2 1.93874 1.08669 -2.70633
N1 1.31922 1.00590 -1.58940
N2 1.07374 2.03424 -0.73753
C3 2.04916 2.81541 -0.21761
N3 1.53479 3.79626 0.55392
S1 3.72441 2.65384 -0.39011
C4 2.15346 -0.20022 -3.42716
C5 2.51824 -0.21956 -4.77337
C6 2.69773 -1.43771 -5.40751
C7 2.51427 -2.60330 -4.68415
C8 2.17206 -2.48634 -3.34427
N4 2.00304 -1.32770 -2.72333
H1 1.93474 3.22462 -2.82281
H2 1.74563 2.37737 -4.36607
H3 3.33385 2.47621 -3.57727
H4 0.57300 3.68887 0.84719
H5 2.16920 4.29233 1.15348
H6 2.65982 0.70087 -5.31942
H7 2.97848 -1.47119 -6.45231
H8 2.64336 -3.57851 -5.13317
H9 2.03680 -3.37647 -2.73644
C9 2.41932 0.55085 3.05752
Si1 0.75449 1.38928 3.29010
C10 1.23401 3.10900 3.91408
C11 -0.13163 0.41141 4.65460
N5 -0.20416 1.43665 1.84743
C12 -1.48308 1.99129 1.94357
C13 -2.01522 2.60781 3.08317
C14 -3.33205 3.05770 3.14103
C15 -4.16678 2.88076 2.05548
C16 -3.66313 2.27412 0.90726
C17 -2.33461 1.86343 0.80567
N6 -1.78792 1.23756 -0.31942
Si2 -2.44046 1.62392 -1.88127
C18 -1.25264 1.25053 -3.29840
C19 -2.77426 3.46590 -2.05239
C20 -4.03081 0.63644 -2.20766
H10 2.96207 0.72861 3.99275
H11 3.00794 0.99893 2.25284
H12 2.37300 -0.52929 2.91701
H13 1.51282 3.07985 4.97097
H14 0.44909 3.85645 3.79418
H15 2.11442 3.44708 3.36201
H16 -0.11932 0.92297 5.61989
H17 0.35753 -0.55732 4.79542
H18 -1.17719 0.22941 4.39740
H19 -1.40259 2.73394 3.96647
H20 -3.69277 3.52835 4.04722
H21 -5.20051 3.20072 2.08986
H22 -4.32817 2.11567 0.06600
H23 -0.55209 2.08029 -3.41821
H24 -1.83397 1.17900 -4.22354
H25 -0.66254 0.34617 -3.16716
H26 -1.81995 3.99918 -2.04039
H27 -3.39491 3.87397 -1.25596
H28 -3.26224 3.67908 -3.00799
H29 -4.08343 -0.22253 -1.53291
H30 -4.08231 0.26477 -3.23504
H31 -4.92710 1.23840 -2.04053
S2 1.60869 -6.66112 2.74725
N7 0.26318 -5.77957 2.88570
C21 0.51815 -4.60755 2.32937
C22 -0.41219 -3.50162 2.22355
C23 -1.70908 -3.50676 2.74453
C24 -2.49901 -2.39053 2.57731
C25 -1.99839 -1.29871 1.86604
N8 -0.77222 -1.29861 1.35909
C26 0.02342 -2.35879 1.55177
C27 1.39493 -2.23274 1.04178
N9 1.72052 -1.04297 0.50825
C28 2.97450 -0.86197 0.11247
C29 3.95062 -1.85137 0.22870
C30 3.61735 -3.07705 0.75013
C31 2.30221 -3.28184 1.17674
C32 1.83663 -4.50244 1.80664
N10 2.55339 -5.60043 1.98031
H32 -2.06672 -4.37887 3.27613
H33 -3.50098 -2.34592 2.98019
H34 -2.58857 -0.40591 1.69076
H35 3.22488 0.11326 -0.29030
H36 4.95702 -1.63021 -0.09798
H37 4.34457 -3.87184 0.85116
N11 -2.22378 -3.01771 -1.07995
C33 -1.53539 -2.13383 -1.85389
N12 -1.68541 -2.28969 -3.20395
O1 -0.81692 -1.25819 -1.39056
H38 -2.61187 -3.85599 -1.47227
H39 -2.06713 -2.99123 -0.08773
H40 -2.52326 -2.72745 -3.54795
H41 -1.34270 -1.51586 -3.75152

⟨S²⟩ ... 0.755
E_HOMO (alpha / beta) ... -6.12 / -6.14 eV
HOMO-LUMO gap (alpha / beta) ... 0.1904 / 0.1909 Eh
Multiplicity ... 2
Energy above the lowest of the compared OMol25 structures with the same formula, charge and spin ... 30.1 kJ/mol

Löwdin charges, unit e, in atom order:
1. Ti 0.953
2. C -0.051
3. C -0.298
4. N -0.053
5. N -0.100
6. C -0.927
7. N 0.095
8. S 0.575
9. C -0.210
10. C -0.009
11. C -0.063
12. C -0.066
13. C -0.135
14. N 0.131
15. H 0.071
16. H 0.081
17. H 0.085
18. H 0.092
19. H 0.075
20. H 0.104
21. H 0.108
22. H 0.101
23. H 0.108
24. C -0.164
25. Si 0.401
26. C -0.176
27. C -0.166
28. N -0.167
29. C -0.338
30. C -0.076
31. C -0.116
32. C -0.119
33. C -0.078
34. C -0.348
35. N -0.171
36. Si 0.419
37. C -0.163
38. C -0.161
39. C -0.174
40. H 0.041
41. H 0.013
42. H 0.014
43. H 0.031
44. H 0.022
45. H 0.015
46. H 0.027
47. H 0.020
48. H 0.015
49. H 0.073
50. H 0.093
51. H 0.092
52. H 0.081
53. H 0.024
54. H 0.039
55. H -0.013
56. H 0.032
57. H 0.021
58. H 0.032
59. H 0.019
60. H 0.015
61. H 0.021
62. S 1.013
63. N -0.216
64. C -0.302
65. C -0.084
66. C 0.015
67. C -0.017
68. C -0.080
69. N 0.045
70. C -0.138
71. C -0.142
72. N 0.060
73. C -0.121
74. C -0.009
75. C 0.021
76. C -0.081
77. C -0.297
78. N -0.214
79. H 0.122
80. H 0.117
81. H 0.120
82. H 0.040
83. H 0.118
84. H 0.122
85. N 0.203
86. C -0.614
87. N 0.188
88. O -0.044
89. H 0.108
90. H 0.073
91. H 0.105
92. H 0.093

2.
A structure of composition C6H7CsO6 at a distorted geometry, computed with wB97M-V/def2-TZVPD.

Element x y z (Å)
Cs1 -0.16172 0.99317 2.49198
O1 -0.23605 0.72723 -0.99376
O2 -1.14270 0.21477 -2.91704
O3 -2.33671 1.41035 -1.47199
C1 -1.35065 0.76980 -1.72342
C2 0.25257 0.01445 -3.16164
C3 0.91644 -0.07811 -1.79073
H1 0.34264 -0.93059 -3.70524
H2 0.62967 0.92466 -3.64629
H3 1.89989 0.40304 -1.85413
O4 1.40149 -1.01812 0.07814
O5 -0.13977 -2.19983 -1.20512
C4 0.15561 -3.51387 -1.65191
C5 1.67547 -3.57614 -1.56124
O6 2.03913 -2.22388 -1.79049
C6 1.06946 -1.44396 -1.13102
H4 -0.34206 -4.23104 -0.98768
H5 -0.19317 -3.64163 -2.68891
H6 2.13853 -4.20716 -2.32774
H7 2.00547 -3.89606 -0.55952

E_HOMO ... -7.13 eV
HOMO-LUMO gap ... 0.2298 Eh
Energy above the lowest of the compared OMol25 structures with the same formula, charge and spin ... 0.0 kJ/mol

Löwdin charges, unit e, in atom order:
1. Cs 0.958
2. O 0.015
3. O 0.052
4. O 0.114
5. C -0.624
6. C -0.074
7. C -0.057
8. H 0.142
9. H 0.134
10. H 0.158
11. O -0.183
12. O -0.032
13. C -0.159
14. C -0.158
15. O -0.021
16. C -0.753
17. H 0.120
18. H 0.120
19. H 0.123
20. H 0.124

3.
A structure of composition C5H12N2O2 at a distorted geometry, computed with wB97M-V/def2-TZVPD.

Element x y z (Å)
C1 0.51475 0.55236 -0.36709
C2 -2.63870 -0.33651 1.05586
C3 0.04326 1.18584 -1.64148
C4 1.30011 1.42416 0.55159
N1 0.83637 -1.23222 -0.79608
C5 -0.31641 -0.47923 0.35606
N2 1.92440 -1.87840 -0.09929
O1 -1.63183 0.08214 0.15640
O2 -0.10856 -1.03706 1.44082
H1 1.19176 -1.01729 -1.72308
H2 1.60345 -1.93218 0.87038
H3 1.91698 -2.84851 -0.40884
H4 -2.86736 0.37630 1.85376
H5 -2.43070 -1.25979 1.60525
H6 -3.61625 -0.51462 0.59907
H7 1.83187 2.21762 0.02980
H8 -0.57687 2.05204 -1.40511
H9 0.90778 1.51074 -2.22636
H10 -0.54144 0.50103 -2.24963
H11 0.62615 1.82260 1.31197
H12 2.03122 0.81097 1.08598

E_HOMO ... -9.01 eV
HOMO-LUMO gap ... 0.3632 Eh
Energy above the lowest of the compared OMol25 structures with the same formula, charge and spin ... 505.3 kJ/mol

Löwdin charges, unit e, in atom order:
1. C -0.275
2. C -0.103
3. C -0.042
4. C -0.013
5. N -0.002
6. C -0.547
7. N 0.004
8. O -0.086
9. O 0.013
10. H 0.105
11. H 0.061
12. H 0.078
13. H 0.086
14. H 0.084
15. H 0.080
16. H 0.083
17. H 0.101
18. H 0.090
19. H 0.087
20. H 0.106
21. H 0.091

4.
A structure of composition C39H41BrCoN6O3S3, computed with wB97M-V/def2-TZVPD.

Element x y z (Å)
Co1 0.23362 0.13637 0.21668
O1 -1.18190 1.52242 0.22377
S1 -2.31228 2.52007 0.19495
C1 -2.75969 2.65287 1.95220
C2 -1.53460 2.49326 2.84809
C3 -1.74173 1.51121 4.00834
C4 -0.44468 0.80528 4.38419
S2 -0.14137 -0.71564 3.43956
O2 -0.57834 -0.44193 2.01032
C5 -1.44452 -1.73194 4.09651
C6 -1.25881 -2.30072 5.35015
C7 -2.25896 -3.10287 5.87389
C8 -3.41447 -3.34168 5.14014
C9 -3.57564 -2.78291 3.88115
C10 -2.58525 -1.96915 3.34636
C11 -1.59117 4.13101 -0.09225
C12 -0.37964 4.20505 -0.76142
C13 0.14225 5.44747 -1.09592
C14 -0.55748 6.60200 -0.77943
C15 -1.78569 6.51761 -0.13722
C16 -2.31422 5.28172 0.20234
H1 -3.47531 1.83973 2.08532
H2 -3.29927 3.58951 2.08455
H3 -1.21886 3.46571 3.22723
H4 -0.72220 2.11386 2.23399
H5 -2.49196 0.76021 3.74853
H6 -2.12717 2.03251 4.88496
H7 -0.42215 0.46681 5.42183
H8 0.43183 1.43912 4.22409
H9 -0.34483 -2.13173 5.90748
H10 -2.13134 -3.55274 6.84862
H11 -4.18842 -3.97577 5.55035
H12 -4.47305 -2.98242 3.31155
H13 -2.68307 -1.53211 2.36143
H14 0.14931 3.30105 -1.02333
H15 1.09206 5.51103 -1.61031
H16 -0.15191 7.56937 -1.04236
H17 -2.33817 7.41715 0.09737
H18 -3.28326 5.23102 0.68094
C17 3.24580 -0.66378 -1.17222
C18 2.39566 -1.70763 -0.54285
N1 1.25685 -1.50103 0.10187
C19 0.79237 -2.72986 0.52824
C20 1.66919 -3.68423 0.13689
N2 2.67624 -3.02677 -0.53401
C21 3.81369 -3.70816 -1.15573
N3 3.37761 -4.67458 -2.10555
N4 3.22691 -5.97022 -1.70802
N5 2.72421 -6.64679 -2.65522
C22 2.50624 -5.81001 -3.73381
C23 1.98397 -6.08069 -5.00051
C24 1.89252 -5.02523 -5.87726
C25 2.31239 -3.72891 -5.51428
C26 2.82908 -3.44832 -4.26807
C27 2.91776 -4.52612 -3.38419
H19 2.79312 0.31009 -1.01042
H20 3.33086 -0.82313 -2.24735
H21 4.25084 -0.65532 -0.74799
H22 -0.13228 -2.83119 1.06634
H23 1.67330 -4.75413 0.25643
H24 4.37403 -4.23527 -0.38603
H25 4.45265 -2.96721 -1.63065
H26 1.67581 -7.08102 -5.27001
H27 1.50230 -5.18795 -6.87216
H28 2.23941 -2.93658 -6.24780
H29 3.17151 -2.45488 -4.00928
C28 0.18008 0.19751 -4.33043
S3 -0.08240 1.11782 -2.82353
O3 0.23672 0.06119 -1.76170
C29 -1.84779 1.28844 -2.89654
C30 -2.66961 0.20692 -2.61152
C31 -4.04156 0.37949 -2.68930
C32 -4.57108 1.61388 -3.05355
C33 -3.73641 2.68510 -3.33417
C34 -2.35877 2.53008 -3.24745
H30 -0.39176 -0.72735 -4.27001
H31 1.24577 -0.00563 -4.41393
H32 -0.15531 0.81333 -5.16343
H33 -2.24012 -0.74504 -2.32532
H34 -4.70139 -0.45052 -2.47646
H35 -5.64350 1.73729 -3.12119
H36 -4.15371 3.64153 -3.61819
H37 -1.69593 3.36223 -3.45235
Br1 4.74737 3.20658 4.22567
C35 3.52777 2.38363 3.07092
C36 2.67934 3.14662 2.28284
C37 1.79533 2.49131 1.44564
N6 1.71760 1.15959 1.35463
C38 2.54407 0.43719 2.12152
C39 3.45795 0.99926 2.99204
H38 2.70141 4.22628 2.31731
H39 1.11106 3.05823 0.83439
H40 2.45625 -0.63853 2.03993
H41 4.09890 0.37068 3.59324

⟨S²⟩ ... 0.768
E_HOMO (alpha / beta) ... -12.95 / -12.95 eV
HOMO-LUMO gap (alpha / beta) ... 0.2977 / 0.3104 Eh
Charge ... +2
Multiplicity ... 2
Energy above the lowest of the compared OMol25 structures with the same formula, charge and spin ... 22.0 kJ/mol

Löwdin charges, unit e, in atom order:
1. Co 0.573
2. O -0.572
3. S 1.078
4. C -0.274
5. C -0.215
6. C -0.194
7. C -0.286
8. S 1.046
9. O -0.554
10. C -0.397
11. C -0.078
12. C -0.050
13. C -0.049
14. C -0.052
15. C -0.077
16. C -0.367
17. C -0.116
18. C -0.051
19. C -0.049
20. C -0.046
21. C -0.066
22. H 0.098
23. H 0.092
24. H 0.132
25. H 0.056
26. H 0.103
27. H 0.130
28. H 0.101
29. H 0.091
30. H 0.118
31. H 0.119
32. H 0.118
33. H 0.115
34. H 0.109
35. H 0.071
36. H 0.117
37. H 0.119
38. H 0.120
39. H 0.113
40. C 0.015
41. C -0.313
42. N -0.004
43. C -0.068
44. C -0.006
45. N 0.015
46. C -0.051
47. N -0.069
48. N 0.062
49. N 0.093
50. C -0.216
51. C 0.007
52. C -0.068
53. C -0.075
54. C -0.018
55. C -0.168
56. H 0.066
57. H 0.078
58. H 0.101
59. H 0.110
60. H 0.130
61. H 0.149
62. H 0.140
63. H 0.124
64. H 0.110
65. H 0.106
66. H 0.091
67. C -0.194
68. S 1.013
69. O -0.554
70. C -0.432
71. C -0.073
72. C -0.048
73. C -0.049
74. C -0.055
75. C -0.096
76. H 0.075
77. H 0.057
78. H 0.077
79. H 0.120
80. H 0.118
81. H 0.118
82. H 0.119
83. H 0.117
84. Br 0.851
85. C -0.683
86. C -0.072
87. C -0.097
88. N 0.018
89. C -0.143
90. C -0.076
91. H 0.117
92. H 0.089
93. H 0.104
94. H 0.118

5.
A structure of composition C24H30N7O6PSV at a distorted geometry, computed with wB97M-V/def2-TZVPD.

Element x y z (Å)
V1 0.38894 -0.17870 0.31756
O1 1.47154 2.55643 2.90971
C1 1.23556 1.87557 1.94531
O2 1.02709 0.58918 1.91639
C2 1.11097 2.47810 0.50037
O3 1.31106 3.66033 0.26471
O4 0.75936 1.58009 -0.34481
O5 -6.08402 -1.12029 2.25574
C3 -5.65178 0.11584 1.72466
C4 -4.19960 0.03775 1.35449
C5 -3.54384 1.17214 0.86192
C6 -2.19752 1.11355 0.60984
N1 -1.47305 -0.01014 0.77612
C7 -2.11321 -1.12911 1.21373
C8 -3.47172 -1.12095 1.52458
C9 -1.21152 -2.24102 1.38131
C10 -1.55494 -3.50325 1.85936
C11 -0.57598 -4.44704 2.09515
C12 -0.94167 -5.83588 2.55383
O6 -1.97575 -6.41782 1.77784
C13 0.75848 -4.05874 1.90422
C14 1.03408 -2.81450 1.40036
N2 0.08188 -1.91110 1.07218
H1 -6.99465 -1.03235 2.54621
H2 -5.77224 0.91905 2.46216
H3 -6.23488 0.39284 0.83715
H4 -4.08062 2.09387 0.67988
H5 -1.65437 1.98148 0.27170
H6 -3.95911 -2.00061 1.91774
H7 -2.59016 -3.74589 2.05943
H8 -1.33761 -5.79501 3.57004
H9 -0.04851 -6.46922 2.55767
H10 -1.67136 -6.51651 0.87026
H11 1.56947 -4.73005 2.15457
H12 2.06029 -2.49775 1.25990
C15 -4.47585 4.46605 -2.17018
N3 -3.18037 4.75877 -1.60999
C16 -2.85080 5.89745 -0.88941
C17 -1.55713 5.78622 -0.53906
N4 -1.09430 4.59436 -1.05520
C18 -2.08316 3.94722 -1.71258
S1 -2.00353 2.46965 -2.49210
H13 -4.77958 5.25058 -2.86368
H14 -5.22586 4.38119 -1.38160
H15 -4.39712 3.51937 -2.69962
H16 -3.56688 6.67752 -0.70243
H17 -0.92467 6.43902 0.03436
H18 -0.15181 4.23171 -0.87208
C19 5.35793 -1.74778 -0.92968
N5 4.47584 -2.09164 -2.04037
C20 4.65702 -1.10164 -3.09936
N6 4.41626 0.26559 -2.65720
C21 5.30355 0.55960 -1.53790
N7 5.16753 -0.38933 -0.43420
C22 3.88187 -0.23482 0.22703
P1 2.43386 -0.57350 -0.91101
C23 3.08272 -2.17905 -1.62420
C24 3.01681 0.50079 -2.32659
H19 6.38928 -1.84741 -1.27514
H20 5.19551 -2.44930 -0.10821
H21 3.99163 -1.33737 -3.93228
H22 5.69164 -1.16953 -3.44363
H23 5.09148 1.56255 -1.16402
H24 6.33403 0.52176 -1.89805
H25 3.79006 0.78616 0.60638
H26 3.82903 -0.90752 1.08714
H27 2.47296 -2.43613 -2.49471
H28 2.97384 -2.98327 -0.89206
H29 2.86605 1.54688 -2.05367
H30 2.40163 0.29550 -3.20596

⟨S²⟩ ... 0.787
E_HOMO (alpha / beta) ... -6.22 / -6.25 eV
HOMO-LUMO gap (alpha / beta) ... 0.2131 / 0.2080 Eh
Multiplicity ... 2
Energy above the lowest of the compared OMol25 structures with the same formula, charge and spin ... 52.3 kJ/mol

Löwdin charges, unit e, in atom order:
1. V 0.767
2. O 0.114
3. C -0.531
4. O -0.130
5. C -0.542
6. O 0.056
7. O -0.207
8. O -0.054
9. C -0.212
10. C -0.175
11. C 0.003
12. C -0.102
13. N -0.011
14. C -0.169
15. C 0.060
16. C -0.174
17. C 0.054
18. C -0.191
19. C -0.215
20. O -0.053
21. C -0.007
22. C -0.112
23. N -0.058
24. H 0.093
25. H 0.132
26. H 0.131
27. H 0.120
28. H 0.076
29. H 0.116
30. H 0.127
31. H 0.130
32. H 0.118
33. H 0.093
34. H 0.116
35. H 0.090
36. C -0.052
37. N -0.139
38. C -0.067
39. C -0.073
40. N 0.080
41. C -0.820
42. S 0.575
43. H 0.092
44. H 0.089
45. H 0.039
46. H 0.116
47. H 0.119
48. H 0.112
49. C -0.188
50. N -0.156
51. C -0.190
52. N -0.152
53. C -0.179
54. N -0.148
55. C -0.283
56. P 1.025
57. C -0.303
58. C -0.278
59. H 0.128
60. H 0.128
61. H 0.128
62. H 0.127
63. H 0.133
64. H 0.128
65. H 0.100
66. H 0.091
67. H 0.092
68. H 0.079
69. H 0.095
70. H 0.100

6.
A cluster of 2 separate species, C4H8N2 in total at a distorted geometry, computed with wB97M-V/def2-TZVPD.

Element x y z (Å)
C1 1.49712 -0.22511 0.41130
N1 0.00506 -0.28562 0.37295
C2 -0.51426 0.65416 -0.62698
C3 -1.59205 -1.50937 0.21447
C4 -0.18482 2.07020 -0.40762
N2 0.01288 3.19702 -0.23569
H1 1.92629 -0.54619 -0.54151
H2 1.90179 -0.84802 1.21161
H3 1.82944 0.81025 0.59097
H4 -0.32605 0.00122 1.28999
H5 -0.14454 0.33504 -1.60661
H6 -1.59871 0.52044 -0.59734
H7 -1.45770 -1.85831 -0.83653
H8 -1.28091 -2.38791 0.81160

E_HOMO ... -8.39 eV
HOMO-LUMO gap ... 0.3318 Eh
Energy above the lowest of the compared OMol25 structures with the same formula, charge and spin ... 441.5 kJ/mol

Löwdin charges, unit e, in atom order:
1. C -0.060
2. N -0.184
3. C -0.250
4. C 0.048
5. C -0.202
6. N 0.148
7. H 0.089
8. H 0.086
9. H 0.083
10. H 0.119
11. H 0.133
12. H 0.089
13. H -0.042
14. H -0.057

> Which of these has the highest energy above the lowest of the compared OMol25 structures with the same formula, charge and spin?

C5H12N2O2